Record 1
{"formula": "C5H7N3O", "method": "ωB97M-V/def2-TZVPD", "elements": ["C", "C", "C", "C", "C", "N", "N", "N", "O", "H", "H", "H", "H", "H", "H", "H"], "positions_angstrom": [[-1.58449, -1.40517, 0.04148], [-0.22899, 0.33462, -0.16986], [-0.26080, -1.07374, -0.11208], [-1.49784, 0.81731, -0.02659], [1.36574, 1.54217, -0.12375], [2.44279, 0.95688, 0.00989], [-2.32996, -0.24144, 0.08817], [0.82696, -1.91607, -0.28269], [-2.00638, 2.08103, -0.00176], [-2.05583, -2.36219, 0.11931], [1.08123, 2.58274, -0.23163], [3.29496, 1.51666, 0.03805], [-3.32768, -0.17987, 0.18966], [0.72279, -2.81630, 0.16338], [1.69876, -1.45742, -0.05920], [-1.27474, 2.69908, -0.09190]], "orbital_gap_ev": 7.7, "energy_ha": -434.1392, "relative_energy_ev": 2.860, "multiplicity": 1}



Record 2
{"formula": "C37H47BiN3O2S", "method": "ωB97M-V/def2-TZVPD", "elements": ["Bi", "C", "C", "C", "C", "C", "C", "C", "C", "C", "C", "H", "H", "H", "H", "H", "H", "H", "H", "H", "H", "H", "H", "H", "H", "N", "C", "C", "C", "C", "C", "C", "C", "C", "C", "C", "C", "C", "H", "H", "H", "H", "H", "H", "H", "H", "H", "H", "C", "C", "C", "C", "C", "C", "C", "C", "C", "C", "O", "O", "H", "H", "H", "H", "H", "H", "H", "H", "H", "H", "H", "C", "C", "N", "C", "S", "N", "C", "C", "H", "H", "H", "H", "H", "H", "H", "H", "H", "H", "H", "H"], "positions_angstrom": [[0.48078, -0.58955, -0.63266], [0.15841, -6.40865, -1.70118], [-0.34795, -4.97833, -1.48746], [-1.80831, -4.87403, -1.91985], [0.55216, -3.95647, -2.16392], [1.93027, -3.96075, -1.92350], [2.77296, -3.00045, -2.46572], [2.27969, -1.98783, -3.29071], [3.18688, -0.94583, -3.88567], [0.91137, -1.99371, -3.55052], [0.06876, -2.96097, -3.00588], [-0.50866, -7.11612, -1.20794], [1.15804, -6.56389, -1.29641], [0.18167, -6.64763, -2.76634], [-0.31209, -4.76722, -0.41122], [-1.90861, -5.05021, -2.99324], [-2.23449, -3.89734, -1.68314], [-2.40111, -5.62639, -1.40056], [2.36247, -4.74435, -1.31003], [3.83801, -3.05557, -2.26705], [2.87995, -0.69805, -4.90181], [4.22037, -1.28932, -3.90652], [3.15650, -0.02712, -3.29644], [0.49000, -1.24748, -4.21671], [-0.98163, -2.92127, -3.26466], [1.62189, -2.23619, 0.86594], [2.47534, -1.77359, 1.92256], [2.38671, -2.40661, 3.15798], [3.19217, -2.02688, 4.21364], [4.08759, -0.98361, 4.03227], [4.14365, -0.33278, 2.81342], [3.35189, -0.71039, 1.71918], [3.48068, 0.10202, 0.46739], [4.76347, 0.58577, 0.17663], [4.98911, 1.56029, -0.77842], [3.91691, 2.08987, -1.47566], [2.65501, 1.55357, -1.27344], [2.40791, 0.54347, -0.33902], [2.11117, -2.80647, 0.17804], [0.85076, -2.76972, 1.25291], [1.67168, -3.21348, 3.27828], [3.11935, -2.53644, 5.16537], [4.73265, -0.66375, 4.83980], [4.79450, 0.52515, 2.71693], [5.60789, 0.17781, 0.71661], [5.99655, 1.90920, -0.96585], [4.06480, 2.87428, -2.20695], [1.84655, 1.91480, -1.89226], [-6.13314, 1.23306, 4.44975], [-4.90394, 0.86649, 3.66165], [-4.92310, 0.84667, 2.27240], [-3.80329, 0.48895, 1.53022], [-3.87484, 0.42747, 0.02556], [-2.64234, 0.13606, 2.21901], [-2.59135, 0.13433, 3.61344], [-1.33729, -0.28337, 4.33860], [-3.72837, 0.51017, 4.31436], [-1.44570, -0.29928, 1.44221], [-1.05988, -1.47085, 1.39265], [-0.80437, 0.62111, 0.77658], [-6.86948, 1.73504, 3.82420], [-5.88015, 1.88583, 5.28515], [-6.59943, 0.33648, 4.86297], [-5.83650, 1.10960, 1.74956], [-4.83477, 0.79827, -0.32897], [-3.76628, -0.60477, -0.32008], [-3.08653, 1.01240, -0.45124], [-0.44971, 0.19400, 3.91737], [-1.19714, -1.36326, 4.25879], [-1.39788, -0.02401, 5.39401], [-3.69735, 0.51744, 5.39916], [-2.51509, 4.68863, 0.23197], [-1.06348, 4.22601, 0.29873], [-0.84670, 3.00400, -0.48453], [-0.62765, 2.83429, -1.77488], [-0.66417, 1.21479, -2.42625], [-0.36485, 3.80324, -2.65335], [-0.19266, 5.25301, -2.49090], [0.02034, 5.87350, -3.85927], [-2.65178, 5.60599, 0.80512], [-3.17668, 3.92430, 0.64150], [-2.81895, 4.87769, -0.79859], [-0.80491, 3.96890, 1.32382], [-0.37999, 5.00497, -0.01963], [-1.01461, 2.13972, 0.02723], [-0.25676, 3.45866, -3.59492], [0.67402, 5.44734, -1.85899], [-1.07306, 5.68763, -2.02162], [0.91848, 5.47443, -4.33449], [0.14225, 6.95084, -3.76353], [-0.83458, 5.68645, -4.51100]], "orbital_gap_ev": 8.6, "energy_ha": -2365.5481, "relative_energy_ev": 0.651, "charge": 1, "multiplicity": 1}